(1)
{"formula": "C10H22", "method": "wB97M-V/def2-TZVPD", "species": ["C", "C", "C", "C", "C", "C", "C", "C", "C", "C", "H", "H", "H", "H", "H", "H", "H", "H", "H", "H", "H", "H", "H", "H", "H", "H", "H", "H", "H", "H", "H", "H"], "coordinates": [[0.69, 2.00, -3.04], [1.90, 1.91, -2.12], [1.69, 3.07, -1.16], [0.40, 3.73, -1.65], [-0.39, 2.64, -2.30], [-0.78, -2.24, 1.78], [-1.35, -3.52, 2.50], [0.81, -2.26, 2.10], [-1.45, -0.93, 2.13], [-1.13, -2.72, 0.32], [1.16, 2.63, -3.82], [0.40, 1.16, -3.65], [2.76, 2.22, -2.75], [2.35, 0.93, -1.82], [2.69, 3.71, -0.95], [1.45, 2.95, -0.06], [0.65, 4.46, -2.46], [0.01, 4.26, -0.77], [-1.25, 3.00, -2.77], [-0.70, 2.07, -1.39], [-1.30, -4.52, 1.63], [-0.55, -3.85, 3.51], [-2.54, -3.48, 2.88], [1.38, -1.26, 1.99], [0.68, -2.36, 3.38], [1.50, -3.12, 1.62], [-1.02, 0.01, 1.62], [-1.63, -0.66, 3.14], [-2.44, -1.17, 1.65], [-2.46, -2.99, 0.81], [-0.90, -2.02, -0.52], [-0.62, -3.65, 0.16]], "gap_ev": 10.766, "e_above_lowest_kj_mol": 659.9, "lumo_ev": 0.652}


(2)
{"formula": "C10H22BNO4P", "method": "wB97M-V/def2-TZVPD", "species": ["C", "C", "B", "O", "N", "C", "C", "O", "O", "P", "C", "C", "H", "H", "H", "H", "H", "H", "H", "H", "H", "H", "H", "H", "H", "H", "C", "C", "C", "O", "C", "H", "H", "H", "H", "H", "H", "H", "H"], "coordinates": [[-2.22, 0.44, -1.50], [-1.17, 0.03, -0.31], [0.12, 1.02, -0.47], [0.54, 2.01, 0.51], [0.94, 0.90, -1.73], [2.38, 0.67, -1.41], [2.98, -0.62, -2.21], [4.20, -0.99, -2.04], [2.19, -1.37, -3.05], [0.61, 2.34, -2.65], [0.54, 2.06, -4.51], [1.63, 3.84, -2.15], [-1.64, 0.32, -2.48], [-2.49, 1.54, -1.34], [-3.13, -0.25, -1.49], [-1.64, 0.14, 0.72], [-0.82, -1.06, -0.47], [0.95, 1.52, 1.25], [2.42, 0.36, -0.29], [3.07, 1.57, -1.52], [-0.26, 2.75, -4.97], [0.15, 0.99, -4.69], [1.53, 2.19, -5.07], [1.44, 4.11, -1.05], [1.27, 4.76, -2.75], [2.77, 3.70, -2.23], [-0.64, -3.23, 4.21], [-1.00, -1.77, 4.37], [-1.54, -1.42, 3.00], [-2.13, -2.62, 2.47], [-1.74, -3.72, 3.30], [-0.59, -3.77, 5.15], [0.33, -3.31, 3.71], [-1.79, -1.66, 5.12], [-0.16, -1.14, 4.67], [-0.74, -1.11, 2.32], [-2.29, -0.63, 3.03], [-2.62, -4.03, 3.88], [-1.43, -4.56, 2.67]], "gap_ev": 6.269, "charge": -1, "lumo_ev": 2.541}


(3)
{"formula": "C10H22BNO6PS", "method": "wB97M-V/def2-TZVPD", "species": ["C", "C", "C", "O", "P", "N", "C", "O", "B", "O", "O", "C", "C", "H", "H", "H", "H", "H", "H", "H", "H", "H", "H", "H", "H", "H", "H", "C", "C", "C", "S", "O", "O", "C", "H", "H", "H", "H", "H", "H", "H", "H"], "coordinates": [[-2.09, 3.64, -0.67], [-2.16, 2.05, -0.87], [-1.29, 1.71, -2.19], [-0.39, 0.62, -1.80], [0.58, 0.08, -3.04], [0.50, -1.67, -2.99], [0.48, -2.00, -1.77], [0.60, -2.13, -0.62], [2.42, 0.64, -2.71], [2.76, 2.01, -2.85], [3.30, -0.39, -2.38], [4.34, 0.01, -1.43], [4.38, -1.13, -0.29], [-3.03, 3.97, -0.14], [-1.15, 3.91, -0.09], [-2.08, 4.11, -1.70], [-3.24, 1.75, -1.01], [-1.70, 1.52, 0.01], [-0.69, 2.63, -2.43], [-1.98, 1.43, -3.05], [0.10, 0.49, -4.32], [3.68, 2.07, -3.19], [4.23, 1.04, -1.00], [5.34, -0.09, -1.98], [4.34, -0.64, 0.73], [3.50, -1.83, -0.37], [5.32, -1.75, -0.41], [-2.05, -2.60, 3.39], [-0.90, -2.37, 2.41], [-1.21, -1.09, 1.63], [-2.22, -0.08, 2.71], [-3.53, 0.05, 2.13], [-1.45, 1.07, 3.14], [-2.31, -1.25, 4.05], [-1.81, -3.37, 4.13], [-2.95, -2.92, 2.85], [0.03, -2.25, 2.96], [-0.77, -3.22, 1.73], [-0.31, -0.55, 1.37], [-1.80, -1.30, 0.73], [-3.28, -1.18, 4.54], [-1.51, -1.00, 4.76]], "gap_ev": 8.146, "charge": 1, "e_above_lowest_kj_mol": 0.0, "lumo_ev": -4.440}


(4)
{"formula": "C10H22Br2NaO8", "method": "wB97M-V/def2-TZVPD", "species": ["Na", "C", "O", "H", "H", "H", "C", "O", "H", "H", "H", "Br", "C", "C", "Br", "H", "H", "H", "H", "C", "O", "C", "O", "O", "C", "H", "H", "H", "H", "H", "H", "C", "O", "C", "O", "O", "C", "H", "H", "H", "H", "H", "H"], "coordinates": [[0.35, -32.77, -9.27], [-0.28, -34.51, -7.22], [0.88, -34.03, -7.79], [-0.64, -34.09, -6.28], [-0.99, -34.16, -7.96], [-0.41, -35.59, -7.32], [2.49, -31.51, -10.15], [2.30, -32.65, -9.34], [3.36, -30.89, -9.95], [2.42, -31.90, -11.17], [1.59, -30.89, -10.09], [1.72, -29.47, -6.80], [1.84, -31.42, -6.97], [1.78, -32.08, -5.54], [3.41, -32.00, -4.43], [2.71, -31.68, -7.58], [1.15, -31.92, -7.65], [1.64, -33.16, -5.53], [1.06, -31.50, -4.95], [-0.60, -36.14, -9.54], [-0.80, -35.71, -10.89], [-0.76, -34.47, -11.34], [-0.53, -33.44, -10.67], [-0.97, -34.56, -12.68], [-1.18, -33.40, -13.45], [-0.59, -37.23, -9.46], [-1.28, -35.55, -8.92], [0.40, -35.84, -9.24], [-0.22, -32.90, -13.56], [-1.88, -32.68, -13.03], [-1.48, -33.65, -14.47], [-1.99, -32.02, -6.37], [-2.56, -31.36, -7.54], [-1.92, -31.23, -8.68], [-0.84, -31.75, -8.88], [-2.61, -30.51, -9.54], [-2.18, -30.27, -10.91], [-2.62, -31.93, -5.48], [-1.05, -31.54, -6.10], [-1.82, -33.09, -6.47], [-1.71, -31.13, -11.37], [-1.44, -29.47, -10.93], [-3.10, -30.12, -11.49]], "gap_ev": 4.869, "charge": -1, "e_above_lowest_kj_mol": 479.7, "lumo_ev": 1.999}


(5)
{"formula": "C10H22HgN3O6", "method": "wB97M-V/def2-TZVPD", "species": ["Hg", "O", "C", "O", "O", "H", "C", "C", "O", "N", "C", "H", "H", "H", "H", "H", "H", "H", "C", "C", "O", "N", "C", "H", "H", "H", "H", "H", "H", "H", "C", "C", "O", "N", "C", "H", "H", "H", "H", "H", "H", "H"], "coordinates": [[2.63, 2.23, 2.04], [0.60, 1.28, -1.07], [1.30, 1.45, 0.05], [2.54, 1.81, 0.01], [0.75, 1.37, 1.18], [-0.25, 1.18, -0.58], [-4.88, 1.82, -1.22], [-3.58, 1.25, -1.74], [-2.86, 0.63, -0.96], [-3.38, 1.26, -3.06], [-2.22, 0.58, -3.65], [-5.31, 2.50, -1.96], [-4.70, 2.30, -0.26], [-5.57, 1.03, -0.94], [-4.03, 1.72, -3.67], [-1.26, 0.74, -3.16], [-2.09, 0.89, -4.68], [-2.52, -0.46, -3.47], [-0.33, -2.12, -1.40], [0.77, -2.08, -2.44], [0.90, -3.03, -3.20], [1.63, -1.03, -2.56], [2.93, -1.07, -3.22], [-0.92, -3.03, -1.34], [-0.98, -1.27, -1.63], [0.13, -2.00, -0.41], [1.43, -0.25, -1.95], [2.78, -0.41, -4.07], [3.09, -2.09, -3.56], [3.79, -0.80, -2.61], [1.96, 0.56, 6.25], [1.99, 0.23, 4.77], [2.48, 1.06, 3.97], [1.55, -0.96, 4.42], [1.18, -1.33, 3.06], [1.06, 0.11, 6.67], [1.93, 1.63, 6.41], [2.90, 0.26, 6.71], [1.32, -1.62, 5.15], [0.33, -0.73, 2.75], [0.89, -2.38, 2.97], [2.03, -1.26, 2.39]], "gap_ev": 4.888, "charge": 1, "e_above_lowest_kj_mol": 0.0, "lumo_ev": -6.310}


(6)
{"formula": "C10H22NO", "method": "wB97M-V/def2-TZVPD", "species": ["C", "C", "C", "C", "C", "C", "C", "C", "C", "C", "N", "O", "H", "H", "H", "H", "H", "H", "H", "H", "H", "H", "H", "H", "H", "H", "H", "H", "H", "H", "H", "H", "H", "H"], "coordinates": [[1.53, 2.58, -0.82], [1.37, 1.58, 0.08], [-2.14, 1.99, 0.27], [-1.21, -0.55, 1.30], [2.95, -1.15, -0.77], [1.75, -1.02, 1.48], [-2.30, -2.04, -0.89], [-1.74, 0.94, -0.72], [0.90, 0.28, -0.39], [-0.94, -0.23, -0.13], [1.64, -0.98, -0.01], [-1.08, -1.42, -0.92], [1.79, 3.64, -0.55], [1.54, 2.36, -1.76], [1.54, 1.84, 1.12], [-2.38, 2.86, -0.26], [-2.99, 1.79, 0.96], [-1.27, 2.34, 0.81], [-0.88, 0.26, 2.02], [-0.61, -1.36, 1.57], [-2.29, -0.78, 1.39], [3.51, -0.23, -0.64], [3.42, -1.99, -0.19], [2.46, -1.31, -1.71], [2.72, -0.74, 1.92], [1.05, -0.29, 1.94], [1.40, -2.00, 1.98], [-2.30, -2.91, -0.08], [-2.54, -2.51, -1.90], [-3.06, -1.27, -0.55], [-1.13, 1.33, -1.56], [-2.66, 0.40, -1.12], [0.91, 0.33, -1.49], [1.00, -1.76, -0.41]], "gap_ev": 10.382, "charge": 1, "e_above_lowest_kj_mol": 192.6, "lumo_ev": -2.666}


(7)
{"formula": "C10H23AgBrO6PS", "method": "wB97M-V/def2-TZVPD", "species": ["Ag", "Br", "C", "C", "C", "S", "O", "O", "C", "H", "H", "H", "H", "H", "H", "H", "H", "C", "C", "O", "P", "O", "O", "C", "C", "O", "C", "C", "H", "H", "H", "H", "H", "H", "H", "H", "H", "H", "H", "H", "H", "H", "H"], "coordinates": [[1.86, 1.83, -0.39], [0.02, 0.48, -1.75], [-2.15, -1.07, -6.59], [-1.58, -1.07, -5.17], [-0.30, -0.26, -5.29], [0.50, -0.83, -6.80], [1.46, -1.88, -6.50], [0.90, 0.32, -7.58], [-1.04, -1.51, -7.54], [-2.54, -0.08, -6.84], [-2.91, -1.85, -6.62], [-1.31, -2.09, -4.87], [-2.27, -0.85, -4.35], [0.35, -0.49, -4.44], [-0.45, 0.82, -5.41], [-0.91, -2.59, -7.42], [-1.09, -1.19, -8.58], [3.77, 0.44, 5.47], [2.48, -0.02, 4.89], [2.33, 0.58, 3.54], [0.90, 0.90, 2.97], [0.92, 1.33, 1.56], [0.07, -0.45, 3.23], [-0.89, -0.88, 2.25], [-0.26, -1.83, 1.21], [0.32, 1.96, 4.00], [-1.06, 2.34, 3.88], [-1.78, 2.33, 5.21], [4.06, -0.27, 6.25], [4.62, 0.41, 4.78], [3.72, 1.47, 5.80], [2.22, -1.07, 4.77], [1.75, 0.48, 5.53], [-1.72, -1.31, 2.79], [-1.25, -0.10, 1.56], [0.27, -2.63, 1.71], [-0.98, -2.20, 0.48], [0.48, -1.21, 0.70], [-1.06, 3.39, 3.59], [-1.59, 1.81, 3.08], [-2.70, 2.89, 5.32], [-2.05, 1.32, 5.53], [-1.12, 2.62, 6.03]], "gap_ev": [7.742, 4.282], "charge": 1, "e_above_lowest_kj_mol": 147.4, "spin_multiplicity": 2, "lumo_ev": [-4.603, -8.039]}


(8)
{"formula": "C10H23B2F2N2O12Tl2", "method": "wB97M-V/def2-TZVPD", "species": ["Tl", "Tl", "B", "H", "H", "H", "H", "B", "H", "H", "H", "H", "C", "C", "O", "O", "H", "H", "H", "C", "C", "O", "C", "O", "O", "F", "H", "H", "H", "C", "C", "O", "C", "O", "O", "F", "H", "H", "H", "C", "N", "O", "O", "H", "H", "H", "C", "N", "O", "O", "H", "H", "H"], "coordinates": [[-2.43, 1.38, 0.73], [1.40, -0.31, 3.34], [0.41, -0.15, 0.39], [0.39, -1.05, -0.34], [-0.27, -0.44, 1.29], [1.45, 0.13, 0.80], [-0.13, 0.74, -0.14], [-0.14, 2.31, 2.66], [-0.04, 3.18, 1.90], [-1.20, 2.15, 3.09], [0.07, 1.37, 1.98], [0.65, 2.39, 3.49], [-3.41, -2.14, 3.68], [-2.00, -1.52, 3.41], [-1.03, -2.28, 3.50], [-1.97, -0.29, 3.26], [-3.63, -2.82, 2.85], [-4.19, -1.41, 3.84], [-3.30, -2.68, 4.62], [-1.82, -3.98, -2.38], [-1.81, -4.70, -1.03], [-1.68, -3.65, -0.09], [-2.31, -2.60, -0.67], [-2.59, -1.57, -0.11], [-2.46, -2.79, -1.98], [-0.78, -5.57, -0.98], [-2.28, -4.47, -3.24], [-0.80, -3.81, -2.75], [-2.73, -5.27, -0.94], [1.10, 6.28, -0.54], [1.07, 6.05, -2.03], [0.04, 5.05, -2.11], [0.01, 4.37, -0.99], [-0.48, 3.26, -0.85], [0.70, 4.99, -0.02], [2.25, 5.45, -2.41], [0.32, 6.98, -0.23], [2.07, 6.63, -0.20], [1.01, 6.88, -2.72], [2.08, 0.70, -2.44], [2.53, 1.85, -3.28], [3.69, 2.16, -3.36], [1.63, 2.48, -3.81], [1.85, -0.21, -3.00], [1.17, 0.99, -1.93], [2.76, 0.53, -1.61], [2.32, -3.47, -0.40], [1.83, -3.57, 0.97], [1.28, -4.58, 1.30], [2.02, -2.60, 1.71], [1.53, -3.90, -1.02], [3.26, -4.02, -0.52], [2.58, -2.45, -0.66]], "gap_ev": 2.104, "charge": 3, "lumo_ev": -16.255}